(1)
Computed, not measured: a 7-piece molecular cluster, C13H26B3BrCl12O5 overall in a non-equilibrium geometry, with ωB97M-V/def2-TZVPD.

Structure (XYZ):
```
60
Properties=species:S:1:pos:R:3:forces:R:3:lowdin_charge:R:1
C 2.113150 0.213867 -6.110217 0.01 0.13 -0.11 0.023
C 1.501579 0.670090 -4.819348 -0.33 0.06 0.22 -0.520
O 1.779287 1.679068 -4.231046 0.27 -0.19 0.02 0.124
O 0.551521 -0.199369 -4.364208 0.38 -0.30 -0.29 -0.045
C 0.743724 -0.689499 -3.019113 -0.29 0.33 0.28 -0.144
C 1.430783 -2.058520 -3.034504 0.04 0.05 0.28 -0.014
B 2.817254 -2.086409 -2.309582 0.22 -0.30 0.72 -0.518
O 3.762881 -3.079795 -2.554221 -0.21 0.26 -0.95 0.259
B 5.033330 -2.591180 -2.784740 0.07 -0.20 0.62 -0.313
O 5.473303 -1.526825 -2.023450 -0.04 0.45 -0.85 0.251
B 4.500708 -0.567871 -1.728114 0.01 -0.52 0.65 -0.539
C 4.855418 0.947154 -1.829074 0.09 0.08 0.24 -0.061
C 3.880422 2.010510 -1.317550 -0.05 0.03 -0.02 -0.276
C 3.570937 1.943479 0.175513 0.16 0.23 0.00 -0.569
Br 1.883656 1.084228 0.611735 -0.15 -0.12 0.08 0.675
O 3.223526 -1.050076 -1.484669 -0.12 0.60 -0.83 0.252
H 1.340221 0.110004 -6.873319 0.02 -0.02 0.03 0.091
H 2.872050 0.922275 -6.433324 -0.07 0.01 -0.03 0.088
H 2.559396 -0.772679 -5.969604 -0.06 0.01 0.01 0.082
H -0.246717 -0.732521 -2.569316 0.00 -0.07 -0.06 0.130
H 1.313790 0.049878 -2.453903 -0.04 -0.02 -0.04 0.092
H 1.601491 -2.369450 -4.068892 -0.14 -0.07 0.10 0.070
H 0.773292 -2.815458 -2.592889 0.05 -0.06 -0.15 0.124
H 5.691709 -3.007980 -3.684811 0.12 -0.22 0.24 0.117
H 5.848068 1.098048 -1.387439 -0.03 0.00 -0.05 0.122
H 5.008653 1.108696 -2.906562 0.04 -0.01 0.04 0.129
H 2.953290 2.001106 -1.894917 0.04 -0.05 0.04 0.085
H 4.328893 2.992153 -1.498258 -0.02 -0.03 -0.03 0.112
H 3.467793 2.938852 0.597972 0.00 -0.01 -0.01 0.050
H 4.342506 1.419781 0.738454 -0.06 -0.05 -0.04 0.066
C -1.476107 -2.923502 -6.066729 0.01 0.12 0.06 -1.007
Cl 0.248546 -3.276753 -6.226836 0.01 -0.11 -0.16 0.544
Cl -2.217666 -3.802896 -4.725018 0.01 0.00 0.01 0.509
H -1.579270 -1.861907 -5.874942 0.00 0.00 0.01 0.020
H -1.970140 -3.216113 -6.984753 0.00 -0.02 0.01 0.023
C -1.577211 2.733483 1.568829 -0.04 0.04 0.00 -1.028
Cl -0.482441 3.914043 2.299762 -0.01 0.00 0.02 0.496
Cl -1.533938 1.175361 2.408025 0.06 -0.08 -0.01 0.479
H -2.586010 3.123513 1.632957 0.02 -0.02 -0.01 -0.049
H -1.271696 2.571937 0.541952 0.04 0.00 0.01 0.018
C -5.896558 4.154036 0.885351 0.00 0.00 -0.01 -1.003
Cl -4.929229 3.512371 -0.449164 0.01 -0.01 -0.01 0.515
Cl -5.138520 3.864357 2.456462 -0.02 0.01 0.02 0.513
H -5.996099 5.223738 0.749713 0.00 0.00 0.00 0.026
H -6.859749 3.659301 0.877342 0.00 0.00 -0.01 0.025
C -2.173961 2.059108 6.338320 0.07 -0.02 -0.02 -0.997
Cl -3.344305 2.689816 5.169960 -0.06 0.01 0.05 0.489
Cl -2.891119 0.857975 7.422475 -0.02 0.02 -0.03 0.516
H -1.369543 1.586562 5.784743 -0.03 -0.01 0.00 0.012
H -1.817285 2.885696 6.939692 0.01 0.01 -0.01 0.026
C -3.445179 -1.213464 4.468172 0.04 0.03 -0.01 -1.039
Cl -1.723921 -1.496852 4.758534 0.00 0.01 -0.01 0.496
Cl -4.467288 -2.308763 5.410048 -0.05 -0.02 0.01 0.519
H -3.681173 -0.199017 4.763224 0.00 0.04 0.00 -0.032
H -3.645386 -1.378658 3.416623 0.00 -0.02 0.01 0.024
C -3.489010 -3.896281 8.757485 0.00 0.04 -0.04 -1.046
Cl -1.750716 -4.121253 8.983623 0.00 -0.01 0.01 0.499
Cl -4.449697 -4.985004 9.768513 0.00 0.00 0.00 0.498
H -3.736837 -2.876502 9.025234 0.00 0.00 0.00 0.020
H -3.724402 -4.095890 7.719798 0.01 -0.01 0.00 -0.010
```
Forces are in eV/Å.

E_tot: -246488.6743 eV
2S+1: 1
Structure (SMILES): CC(=O)OCCB1OBOB(CCCBr)O1.ClCCl.ClCCl.ClCCl.ClCCl.ClCCl.ClCCl

***

(2)
Computed, not measured: a 2-piece molecular cluster, C22H20Cl2NO5S2 overall in a non-equilibrium geometry, with ωB97M-V/def2-TZVPD.

Structure (XYZ):
```
52
Properties=species:S:1:pos:R:3:forces:R:3:lowdin_charge:R:1
C 2.761720 4.156648 -5.566027 -0.08 0.03 -0.16 -0.106
O 3.745823 3.717633 -4.661147 -0.16 -0.25 1.47 -0.087
C 3.300400 3.540357 -3.349395 0.19 -0.05 -0.19 -0.233
C 4.235043 3.107888 -2.402158 0.17 0.17 -0.78 0.001
C 3.880899 2.904458 -1.091790 -0.39 0.05 0.30 -0.021
C 2.568125 3.124635 -0.670817 -0.13 0.15 -0.34 -0.212
C 2.150604 2.929613 0.708437 0.95 -0.36 0.21 -0.162
N 0.970528 3.139434 1.108336 -1.05 0.35 0.19 -0.041
S 0.728723 2.849749 2.728859 0.51 -1.48 2.89 0.734
C -1.027753 3.226073 2.909510 0.78 -0.10 -0.27 -0.284
C -1.422250 4.501430 3.239058 0.24 0.54 0.16 -0.061
C -2.763333 4.786982 3.403265 0.06 -0.08 -0.03 -0.043
C -3.724559 3.801847 3.237419 0.17 -0.17 -0.08 -0.284
C -5.169205 4.124372 3.410012 -0.43 -0.02 0.03 -0.057
C -3.306772 2.519874 2.908084 -0.02 0.21 0.05 -0.030
C -1.965330 2.233256 2.744138 0.17 -0.62 -0.10 -0.044
O 0.877226 1.382539 3.013137 -0.13 3.78 -0.73 -0.314
O 1.467570 3.865831 3.553136 -1.40 -2.19 -1.98 -0.349
C 1.638006 3.557752 -1.607674 0.10 -0.09 0.36 -0.012
C 1.987900 3.763901 -2.920153 0.28 0.12 -0.81 -0.017
H 3.218553 4.261441 -6.551022 0.12 -0.07 0.19 0.091
H 1.957415 3.422456 -5.624670 -0.16 0.07 -0.10 0.094
H 2.373792 5.125807 -5.250434 -0.18 0.07 -0.10 0.091
H 5.245142 2.939210 -2.734516 0.21 -0.07 -0.03 0.117
H 4.615388 2.577393 -0.376812 0.18 -0.16 0.12 0.120
H 2.883387 2.592727 1.433197 0.53 -0.18 -0.12 0.128
H -0.668662 5.259345 3.388821 0.05 0.11 0.01 0.110
H -3.078987 5.779417 3.671117 0.00 0.32 0.07 0.110
H -5.796517 3.248566 3.244625 0.02 -0.01 0.00 0.074
H -5.374453 4.492990 4.415453 -0.01 0.05 0.03 0.081
H -5.483343 4.893270 2.703963 -0.02 0.06 -0.01 0.081
H -4.043685 1.745956 2.789970 -0.14 -0.27 -0.06 0.109
H -1.631863 1.233162 2.511237 0.01 -0.13 -0.05 0.122
H 0.632563 3.733326 -1.265120 -0.23 0.03 -0.07 0.115
H 1.245182 4.099745 -3.621070 -0.20 0.05 -0.05 0.096
Cl 2.725736 -9.129702 0.925616 0.04 -0.37 -0.05 0.640
C 2.542650 -7.419070 1.086936 -0.01 0.74 0.13 -0.689
C 1.349055 -6.812317 0.733397 -0.04 -0.39 -0.06 -0.111
C 1.200838 -5.448351 0.879208 -0.27 0.13 -0.01 -0.054
C 2.239349 -4.692537 1.382307 0.03 0.63 0.06 -0.288
S 2.041443 -2.916968 1.638684 1.62 2.00 -2.82 0.656
C 2.748260 -2.201509 0.162758 -1.26 -2.04 1.63 -0.888
Cl 2.474924 -0.550971 -0.164347 -0.27 0.89 -0.12 0.460
O 0.547764 -2.714983 1.616881 2.48 -0.05 1.53 -0.428
O 3.023718 -2.579391 2.732135 -2.95 -0.85 -0.36 -0.423
C 3.427862 -5.293206 1.735096 0.23 0.21 0.14 -0.060
C 3.582116 -6.655968 1.590827 0.12 -0.53 -0.08 -0.111
H 0.546041 -7.426051 0.363036 -0.20 -0.05 -0.11 0.097
H 0.271210 -4.959257 0.631447 -0.05 0.07 -0.04 0.112
H 3.384495 -2.767931 -0.478951 0.27 -0.27 0.01 -0.038
H 4.214904 -4.682191 2.149467 0.07 0.05 0.05 0.112
H 4.495470 -7.146815 1.879220 0.23 -0.04 0.05 0.097
```
Forces are in eV/Å.

E_tot: -81579.0557 eV
2S+1: 1
Charge: -1
Energy relative to the best compared isomer or geometry (same formula, charge and spin): 12.0 kcal per mole

***

(3)
Computed, not measured: a 2-piece molecular cluster, CH3NO3 overall in a non-equilibrium geometry, with ωB97M-V/def2-TZVPD.

Structure (XYZ):
```
8
Properties=species:S:1:pos:R:3:forces:R:3:lowdin_charge:R:1
C -2.477278 -0.202597 -0.809715 -0.06 0.12 -1.48 -0.018
N 1.031988 0.754288 -0.079450 -1.76 0.94 -1.14 -0.135
O -2.811739 -0.350364 0.242422 -0.60 -0.16 1.41 0.055
O 1.952745 0.088727 0.718370 0.71 -0.72 1.38 -0.093
O -0.095531 -0.116503 -0.259757 -0.59 -0.25 0.87 -0.193
H 0.549994 1.574859 0.512529 1.46 -2.68 -1.04 0.178
H 1.885666 -0.887277 0.585285 -0.32 1.27 -0.18 0.107
H -0.035845 -0.861133 -0.909684 1.16 1.49 0.17 0.099
```
Forces are in eV/Å.

E_tot: -8713.8601 eV
2S+1: 1
Energy relative to the best compared isomer or geometry (same formula, charge and spin): 71.6 kcal per mole